1.
Density functional theory data (ωB97M-V/def2-TZVPD) for an isolated molecule of C4H5NOS2 at a distorted geometry.

Summary:
**Spin multiplicity**: 1
**LUMO energy**: -0.53 eV
**E_HOMO**: -9.6 eV
**ΔE to the lowest compared entry with this formula, charge and spin**: 84.5 kcal/mol
**Structure (SMILES)**: N#CC1(O)[C@H](S)[C@H]1S

Geometry as XYZ:
```
13
Properties=species:S:1:pos:R:3:forces:R:3
C 0.3697 0.3223 0.8058 -0.16 1.00 -2.33
C 0.6634 -0.1844 -0.5859 -0.51 -3.51 2.23
C -0.7747 -0.4595 0.0071 2.92 4.68 -0.25
C -1.7189 0.5308 -0.5071 -2.31 -0.67 -0.93
H -0.6678 2.2395 1.5493 1.52 0.47 -0.80
H 0.8320 -0.1969 1.5866 0.37 -0.75 1.17
H 0.8972 0.5086 -1.3267 -0.06 0.83 -1.33
H 2.6506 -1.4207 0.4730 -2.72 -1.20 -2.67
H -0.4618 -2.4285 0.0786 -1.95 2.99 1.13
N -2.6007 1.1307 -0.9740 1.53 -0.54 0.83
O -1.1366 -1.6424 0.4393 0.67 -4.11 -0.60
S 0.5561 2.1539 0.8328 -2.37 -1.29 1.35
S 1.4946 -1.8247 -0.6689 3.06 2.09 2.22
```
Positions in Å, forces in eV/Å.

=====

2.
Density functional theory data (ωB97M-V/def2-TZVPD) for a 7-piece molecular cluster, C14H42O7 overall at a distorted geometry.

Summary:
**Spin multiplicity**: 2
**LUMO energy (alpha / beta)**: 2.30 / 2.23 eV
**E_HOMO (alpha / beta)**: 0.8 / -6.4 eV
**ΔE to the lowest compared entry with this formula, charge and spin**: 7.6 kcal/mol
**Charge**: -1

Geometry as XYZ:
```
63
Properties=species:S:1:pos:R:3:forces:R:3
C 3.7727 -3.6149 1.4561 -0.37 0.40 0.81
C 2.4736 -3.1311 0.8066 1.00 -0.78 0.22
O 2.7245 -2.9544 -0.5713 -0.38 0.52 -0.30
H 3.5223 -4.1095 2.3946 0.17 -0.06 0.21
H 4.4122 -2.7622 1.6843 0.21 -0.06 -0.06
H 4.3322 -4.3240 0.8459 -0.17 -0.01 -0.15
H 2.1360 -2.2000 1.2619 0.06 0.11 -0.32
H 1.7043 -3.8739 1.0174 -0.35 -0.04 -0.29
H 2.9433 -3.8200 -0.9240 -0.10 -0.05 -0.10
C -0.3329 4.0663 0.2537 -0.27 0.22 0.19
C -0.1191 5.5674 0.0329 1.01 0.55 0.46
O -1.3094 6.2174 -0.3460 -1.10 -0.40 -0.28
H -0.9716 3.6082 -0.5015 0.10 0.26 -0.11
H -0.8117 3.8646 1.2120 -0.25 0.34 0.04
H 0.5736 3.4644 0.3171 0.32 0.37 -0.32
H 0.6795 5.8559 -0.6506 0.06 -0.75 -0.79
H 0.2753 6.0642 0.9194 -0.19 -0.34 0.76
H -1.2115 7.1709 -0.3987 0.32 -0.10 0.10
C -2.6716 -1.1920 3.7485 0.03 -0.12 -0.42
C -3.4824 -1.6360 4.9603 1.73 -0.10 0.09
O -4.7396 -1.0351 5.0340 -0.57 -0.03 0.07
H -1.7537 -1.7739 3.6655 0.05 -0.08 0.00
H -2.3989 -0.1391 3.6769 -0.08 0.16 0.65
H -3.2179 -1.3534 2.8192 -0.17 -0.39 -0.05
H -2.9259 -1.4496 5.8788 -0.11 0.59 0.12
H -3.5257 -2.7248 4.9870 -0.37 -0.27 -0.41
H -5.2107 -1.4430 4.3038 -0.48 0.22 -0.10
C -3.6250 -1.9741 -0.6659 -0.87 -0.22 -0.35
C -2.9683 -3.3155 -0.3066 0.13 1.23 -0.45
O -1.7942 -2.9448 0.3803 0.06 0.51 0.53
H -3.0356 -1.3921 -1.3744 0.39 -0.06 0.30
H -3.8985 -1.3539 0.1876 0.52 -0.10 0.27
H -4.5844 -2.0831 -1.1716 -0.19 -0.54 -0.17
H -2.6642 -3.8225 -1.2224 -0.35 -0.29 -0.13
H -3.5921 -3.9610 0.3117 -0.15 0.01 -0.04
H -1.2653 -3.7056 0.6314 0.30 -0.76 0.25
C -0.8250 2.3307 -2.9463 0.88 0.01 -0.72
C -0.1899 2.2703 -4.3688 -2.27 1.01 0.69
O 0.5836 1.1576 -4.4541 1.70 -1.67 0.07
H -1.2981 1.3880 -2.6712 -0.11 0.01 -0.27
H -1.5199 3.1633 -2.8368 -0.04 -0.03 -0.12
H -0.0143 2.4679 -2.2307 0.02 0.08 0.03
H 0.3376 3.1965 -4.5972 0.30 0.26 0.15
H -0.9652 2.1697 -5.1283 -0.57 0.38 -0.03
H 0.7973 0.9821 -5.3734 0.08 -0.06 0.06
C -1.0636 0.6124 0.4596 -1.27 0.59 -0.18
C 0.0995 -0.0278 -0.2249 0.60 -1.12 1.17
O -0.2588 -1.1766 -0.9371 0.16 0.59 -1.44
H -0.8534 1.6017 0.8660 0.08 0.07 -0.23
H -1.5383 0.0738 1.2798 0.49 -0.55 0.04
H -1.8522 0.6542 -0.2916 -0.25 0.56 -0.07
H 0.7687 -0.3737 0.5628 0.71 0.37 0.16
H 0.6411 0.6521 -0.8826 -0.10 -0.09 -0.07
H -0.7697 -1.7783 -0.3907 -0.33 -0.36 0.49
C 4.7805 0.1910 -0.3189 1.41 -0.80 -0.38
C 4.5297 0.0945 -1.8175 -0.54 0.64 0.62
O 3.2278 0.6365 -2.0210 0.12 -0.13 -0.81
H 5.7793 -0.2187 -0.1686 0.14 -0.35 0.45
H 4.0529 -0.3854 0.2526 0.01 0.11 -0.13
H 4.8788 1.2087 0.0588 -0.47 0.20 -0.22
H 4.6142 -0.9088 -2.2350 -0.57 -0.17 0.43
H 5.2589 0.6587 -2.3989 0.28 0.34 0.08
H 3.3592 1.5701 -1.8399 -0.42 0.17 -0.04
```
Positions in Å, forces in eV/Å.

=====

3.
Density functional theory data (ωB97M-V/def2-TZVPD) for C18H14N2NiO5S2 as an isolated structure at a distorted geometry.

Summary:
**Spin multiplicity**: 1
**LUMO energy**: 4.39 eV
**E_HOMO**: -1.5 eV
**Charge**: -2

Geometry as XYZ:
```
42
Properties=species:S:1:pos:R:3:forces:R:3
Ni 0.0894 -0.0010 0.0411 1.13 0.61 -1.61
C 1.3680 -2.9999 0.7036 -0.12 0.37 -0.12
C 0.0878 -2.3519 1.1476 0.12 0.41 0.56
N 0.1793 -1.2411 1.8188 0.92 -0.87 -0.08
N -0.8297 -0.8240 2.6084 -0.91 -0.53 0.58
C -1.2857 0.3659 2.5766 -0.11 -0.24 0.31
S -1.0245 1.6170 1.4451 0.75 -0.58 -0.93
S -2.2811 0.7545 4.0276 0.07 0.38 0.17
C -0.8689 1.1670 5.1481 -0.60 -0.13 -0.50
C -0.2987 -0.0667 5.7542 0.20 -0.06 0.20
C 0.9034 -0.5993 5.3056 -0.07 0.11 0.06
C 1.4129 -1.7515 5.8781 0.10 -0.10 0.03
C 0.7262 -2.3902 6.8964 0.09 -0.14 0.03
C -0.4789 -1.8715 7.3413 -0.11 -0.05 0.14
C -0.9856 -0.7182 6.7744 0.11 0.06 -0.03
C -1.2066 -2.9473 0.7888 -0.20 0.50 -0.09
C -1.5746 -4.2384 1.1144 0.01 -0.07 0.07
C -2.8330 -4.7282 0.7993 -0.04 -0.37 0.14
C -3.7234 -3.9004 0.1282 -0.08 -0.08 -0.02
C -3.3707 -2.6242 -0.2402 -0.01 0.30 -0.10
C -2.0965 -2.0810 0.0618 0.22 -0.79 0.39
O -1.7697 -0.9071 -0.3156 1.17 1.34 -0.07
H 2.2086 -2.4527 1.1252 0.07 -0.02 -0.02
H 1.3919 -4.0392 1.0339 -0.04 -0.09 0.08
H 1.4446 -2.9859 -0.3827 0.00 -0.03 -0.09
H -0.1483 1.7012 4.5312 0.04 0.09 0.11
H -1.2831 1.8301 5.9089 0.07 0.04 -0.02
H 1.4339 -0.1141 4.5004 0.03 0.04 -0.14
H 2.3516 -2.1549 5.5263 0.06 -0.04 -0.08
H 1.1224 -3.2962 7.3373 0.02 -0.03 0.01
H -1.0247 -2.3711 8.1323 -0.03 -0.02 0.02
H -1.9314 -0.3135 7.1084 -0.11 0.01 0.04
H -0.8783 -4.8664 1.6629 0.02 0.03 -0.02
H -3.1253 -5.7300 1.0944 0.03 0.01 -0.02
H -4.7177 -4.2641 -0.1114 -0.02 -0.01 -0.01
H -4.0698 -1.9867 -0.7639 -0.04 0.07 -0.06
O 3.1133 -0.9706 -2.6222 -0.37 -0.68 -0.81
C 2.3075 -0.5954 -1.7885 3.37 2.36 2.14
O 1.0991 -0.7936 -1.6431 -3.66 -0.90 0.35
C 2.9082 0.4067 -0.5702 0.47 -2.76 -4.00
O 4.1038 0.6366 -0.6101 0.39 0.73 0.90
O 2.0108 0.7746 0.1946 -2.96 1.10 2.53
```
Positions in Å, forces in eV/Å.

=====

4.
Density functional theory data (ωB97M-V/def2-TZVPD) for a 4-piece molecular cluster, C4H16NO3 overall at a distorted geometry.

Summary:
**Spin multiplicity**: 1
**LUMO energy**: -3.04 eV
**E_HOMO**: -13.9 eV
**ΔE to the lowest compared entry with this formula, charge and spin**: 53.9 kcal/mol
**Charge**: +1

Geometry as XYZ:
```
24
Properties=species:S:1:pos:R:3:forces:R:3
C 0.0172 -0.7597 -2.1165 0.64 1.67 1.22
C -0.0400 -1.6466 -0.8397 -3.69 1.03 0.56
C -0.0644 -0.9299 0.5704 1.26 -1.72 -0.36
C -0.6540 -1.2299 1.7301 -1.51 -1.14 -3.81
N 1.0369 0.0239 0.7493 1.02 1.04 -1.72
H -0.2993 -1.3436 -2.9508 -1.15 -0.22 -0.44
H -0.5878 0.1972 -1.9008 0.74 -1.54 -0.94
H 1.0243 -0.4945 -2.5277 -0.35 0.16 1.12
H -1.0428 -2.2069 -0.9330 1.46 0.87 0.42
H 0.6801 -2.4006 -0.8609 1.50 -1.12 0.25
H -1.5064 -1.8690 1.5819 -0.17 -0.44 0.40
H -0.5287 -0.8442 2.6785 0.67 1.06 1.64
H 1.5494 0.3915 -0.1151 -0.65 -0.94 0.95
H 1.8165 -0.3677 1.3529 -1.52 1.26 -0.32
H 0.4943 0.8956 0.9410 1.35 0.05 1.12
H 0.2362 3.6406 0.9762 0.35 -0.19 0.66
H -0.2754 3.3253 -0.3258 -0.52 -0.20 -1.01
O 0.1708 2.8829 0.3873 -0.02 0.21 0.38
H -4.2504 -0.7580 -0.3502 0.98 -0.86 -0.08
H -3.5555 -2.1669 -0.2603 -0.45 -0.20 0.03
O -3.3927 -1.2407 -0.4329 -0.55 1.02 0.04
H 3.5463 1.5858 0.8081 -0.61 0.41 -0.87
H 3.1307 2.3242 -0.4471 1.89 3.21 -3.45
O 2.8166 1.7729 0.1734 -0.68 -3.41 4.20
```
Positions in Å, forces in eV/Å.

=====

5.
Density functional theory data (ωB97M-V/def2-TZVPD) for an isolated molecule of CH2Cl2 at a distorted geometry.

Summary:
**Spin multiplicity**: 1
**LUMO energy**: 0.87 eV
**E_HOMO**: -11.1 eV
**ΔE to the lowest compared entry with this formula, charge and spin**: 2.8 kcal/mol
**Structure (SMILES)**: ClCCl

Geometry as XYZ:
```
5
Properties=species:S:1:pos:R:3:forces:R:3
C -0.0425 -0.1265 -0.1243 -0.06 0.55 1.14
Cl 1.5571 0.6403 -0.4833 -1.16 -0.43 0.00
Cl -0.8420 0.6325 1.3279 0.50 -0.23 -0.46
H -0.8123 0.0158 -0.8829 0.76 -0.12 -0.33
H 0.1397 -1.1621 0.1626 -0.04 0.23 -0.36
```
Positions in Å, forces in eV/Å.

=====

6.
Density functional theory data (ωB97M-V/def2-TZVPD) for a 2-piece molecular cluster, C7H6BBrClO11S overall.

Summary:
**Spin multiplicity**: 1
**LUMO energy**: 1.67 eV
**E_HOMO**: -7.3 eV
**ΔE to the lowest compared entry with this formula, charge and spin**: 0.0 kcal/mol
**Charge**: -1

Geometry as XYZ:
```
28
Properties=species:S:1:pos:R:3:forces:R:3
O 1.1732 -4.1361 1.1561 -0.05 -0.04 -0.13
S 1.1428 -3.6621 -0.2064 0.22 0.14 -0.04
O 2.4932 -4.2715 -1.0141 -0.29 -0.26 0.01
Cl 3.6707 -4.9816 -0.0519 0.13 0.15 0.06
O 1.6588 -2.1493 -0.2369 0.04 0.01 0.12
C 1.3653 -1.2795 0.8949 -0.17 0.15 0.21
C 2.1413 0.0152 0.6975 0.11 -0.09 -0.16
C 3.2942 0.2443 1.6593 -0.09 0.22 -0.02
Br 4.4552 -1.3108 1.8571 0.05 -0.03 -0.02
H 1.6480 -1.7958 1.8107 0.02 0.01 -0.02
H 0.2966 -1.0711 0.9256 0.01 -0.06 -0.11
H 2.5178 0.0402 -0.3268 -0.05 -0.05 0.02
H 1.4423 0.8473 0.8062 0.06 0.01 0.03
H 3.9439 1.0375 1.2979 -0.04 0.00 0.04
H 2.9523 0.5074 2.6577 0.01 -0.16 0.00
B -2.6388 1.6916 -0.9216 -0.01 0.01 0.00
O -1.4427 1.1734 -0.2154 0.04 -0.03 -0.02
C -1.6026 1.2882 1.0877 -0.04 0.03 0.00
O -0.8094 0.9583 1.9264 0.01 0.00 0.05
C -2.9965 1.9250 1.3374 0.09 -0.03 0.00
O -3.4701 2.1743 2.4068 -0.01 0.00 0.00
O -3.5445 2.1344 0.1540 -0.04 0.02 0.00
O -2.2899 2.7900 -1.8316 0.02 0.04 0.01
C -2.6439 2.4821 -3.0709 -0.04 -0.08 -0.02
O -2.4992 3.1614 -4.0438 0.00 0.01 0.01
C -3.2843 1.0660 -3.0277 0.04 0.08 -0.02
O -3.7210 0.4612 -3.9616 0.00 -0.01 0.01
O -3.2528 0.6600 -1.7666 -0.02 -0.05 0.01
```
Positions in Å, forces in eV/Å.

=====

7.
Density functional theory data (ωB97M-V/def2-TZVPD) for a 3-piece molecular cluster, C3H3N2O2S overall at a distorted geometry.

Summary:
**Spin multiplicity**: 1
**LUMO energy (alpha / beta)**: 3.47 / 3.47 eV
**E_HOMO (alpha / beta)**: -4.5 / -4.5 eV
**ΔE to the lowest compared entry with this formula, charge and spin**: 67.4 kcal/mol
**Charge**: -1

Geometry as XYZ:
```
11
Properties=species:S:1:pos:R:3:forces:R:3
C 3.4998 -0.6895 0.0732 0.32 -0.94 -0.33
C 3.4904 1.8288 -0.8467 -0.75 -0.23 -2.96
C -0.2361 -0.6376 -0.6510 -0.76 -1.19 -1.48
N 2.4271 -0.3758 -0.3004 0.34 0.23 0.16
N -0.8692 1.5012 0.7233 0.61 1.40 0.86
O 4.6109 -1.0426 0.3753 0.31 0.13 0.35
O 3.8141 2.0802 0.1817 0.97 0.99 2.85
S -1.3872 0.4113 -0.2427 1.58 -0.62 0.99
H -0.6496 -1.6097 -1.0692 0.51 1.35 0.18
H 0.9178 -0.4189 -0.6538 -1.47 -0.52 0.67
H 0.1189 1.4911 1.1256 -1.65 -0.59 -1.29
```
Positions in Å, forces in eV/Å.